25
Properties=species:S:1:pos:R:3 method="wB97M-V/def2-TZVPD" total_charge=0 orbital_gap_ev="6.660 / 6.659" lumo_energy_ha="0.0353 / 0.0353" de_lowest_kcal_mol=122.0 e_tot_ev=-11504.76322 homo_energy_ev="-5.7 / -5.7"
O 1.5815 -1.3110 -2.6435
N -0.0632 1.1253 2.2961
N -0.8430 -0.2603 -1.4837
C 1.7978 -1.7725 -1.2955
C -0.2708 -0.4519 -0.2601
C -0.9577 -1.3857 0.6915
C -1.4864 2.0534 0.5167
C 1.1076 -0.1765 -0.0999
C -0.1467 1.4871 0.9082
H 0.8285 1.3438 2.7217
H 1.5583 -0.3915 0.8559
H 1.2520 -2.7105 -1.1893
H -0.4839 -2.3678 0.6632
H -0.2280 -0.3428 -2.2879
H 1.5706 0.5311 -0.7735
H 0.6578 2.1625 0.5970
H -0.8559 -1.0059 1.7117
H -0.7980 1.4928 2.8971
H -1.5091 2.3056 -0.5441
H -1.7756 -0.6198 -1.6172
H -1.7168 2.9798 1.0658
H 2.8655 -1.9118 -1.0933
H -2.2903 1.3420 0.7261
H -2.0196 -1.4946 0.4674
H 2.2256 -0.6209 -2.8303

***

12
Properties=species:S:1:pos:R:3 method="wB97M-V/def2-TZVPD" total_charge=0 orbital_gap_ev=8.507 lumo_energy_ha=0.0156 de_lowest_kcal_mol=86.7 e_tot_ev=-7325.52495 homo_energy_ev=-8.1
O 2.3559 -2.2440 0.4564
C -0.6997 0.9687 -0.5980
C -0.9272 1.1139 0.8730
C 0.6558 -0.7533 -0.6010
C 1.6372 -1.2418 -0.0337
C -0.3922 -0.1579 -1.3007
H -0.0532 1.5628 1.3527
H -1.0203 1.8314 -1.1848
H -1.7773 1.7840 1.0440
H -0.4409 -0.2029 -2.3839
H 1.8162 -2.8183 1.0259
H -1.1543 0.1575 1.3500

***

53
Properties=species:S:1:pos:R:3 method="wB97M-V/def2-TZVPD" total_charge=+1 orbital_gap_ev=6.559 lumo_energy_ha=-0.1270 de_lowest_kcal_mol=23.2 e_tot_ev=-29753.66247 homo_energy_ev=-10.0
O 0.4484 2.4204 0.5179
O -2.3555 0.1507 0.2525
N 3.7362 -0.0247 -0.5424
N 1.1795 0.5187 -1.8288
N 5.1848 0.5569 1.1719
C 3.1366 1.3047 -0.5133
C 7.0069 -0.7707 1.8661
C -3.3559 -2.2957 -0.4409
C -5.9165 0.8282 0.9653
C -3.7224 0.0357 0.4004
C -7.9469 -0.6388 0.7315
C 4.7897 -0.3228 0.2106
C -0.1247 0.9430 -1.3692
C 5.5658 -1.5037 0.0779
C -0.2739 1.2672 0.1344
C -5.6258 -1.3987 0.1713
C -6.4740 -0.3917 0.6238
C 6.6451 -1.7178 0.8883
C -4.5512 1.0461 0.8573
C -4.2626 -1.2100 0.0521
C 1.5758 -0.8004 -1.3661
C 2.2463 1.4874 -1.7492
C 3.0903 -0.9837 -1.4272
C 6.2559 0.3576 1.9771
C -1.7608 1.3985 0.4864
H -6.0459 -2.3573 -0.0975
H -8.3590 -0.9027 -0.2415
H -0.0110 3.2000 0.1845
H 2.5199 1.4428 0.3820
H 3.9235 2.0656 -0.5389
H 3.4437 -0.8495 -2.4536
H 4.6362 1.3986 1.3030
H 7.8586 -0.9312 2.5034
H -0.4054 1.8259 -1.9505
H 1.1027 -1.5500 -2.0092
H 5.3200 -2.2184 -0.6879
H 2.8661 1.4066 -2.6500
H -6.5474 1.6283 1.3226
H -2.2205 2.1772 -0.1429
H 7.2346 -2.6131 0.7709
H 6.4668 1.1355 2.6936
H -2.8722 -1.9892 -1.3678
H 3.3220 -1.9971 -1.1029
H -4.1538 2.0091 1.1380
H 1.8243 2.4911 -1.7271
H 1.2465 -0.9943 -0.3342
H -8.4640 0.2429 1.0999
H -0.8306 0.1435 -1.6011
H -8.1441 -1.4672 1.4105
H -2.5730 -2.4913 0.2902
H -3.9131 -3.2105 -0.6201
H -1.8568 1.6949 1.5412
H 0.1409 0.4528 0.7374

***

27
Properties=species:S:1:pos:R:3 method="wB97M-V/def2-TZVPD" total_charge=0 orbital_gap_ev=9.059 lumo_energy_ha=0.0027 de_lowest_kcal_mol=183.2 e_tot_ev=-29478.89072 homo_energy_ev=-9.0
S 0.5619 -0.8767 -0.0472
O 1.0976 0.4055 0.5190
O 3.8678 0.2226 0.3134
O 2.6408 -0.9071 -1.0363
N 3.0558 0.1181 -0.5798
N 0.5477 -2.0380 1.1814
C 3.2853 2.5590 -1.1058
C -1.2067 -0.5606 -0.1222
C -3.6529 0.3434 -0.8164
C -1.5293 0.8364 0.0351
C 2.6548 1.3809 -1.3228
C 0.2472 -1.4411 2.5274
C -2.0262 -1.4368 -0.6780
C -2.8705 1.2300 -0.0805
C -3.2440 -0.9299 -1.1568
H -3.7119 -1.4680 -1.8786
H 1.0829 -1.7872 3.1113
H -3.1519 2.2633 0.1082
H 0.1419 -0.3711 2.4628
H 3.8913 2.6909 -0.2807
H 2.7655 3.3481 -1.5839
H -1.5410 -2.4081 -0.7223
H 1.3958 -2.5536 0.9749
H 1.8413 1.0112 -1.9542
H -0.7786 1.4988 0.4963
H -0.7519 -1.7747 2.8540
H -4.6130 0.6445 -1.2185

***

32
Properties=species:S:1:pos:R:3 method="wB97M-V/def2-TZVPD" total_charge=0 orbital_gap_ev=8.696 lumo_energy_ha=0.0225 de_lowest_kcal_mol=89.0 e_tot_ev=-25509.98195 homo_energy_ev=-8.1
S 1.6446 1.3230 3.0325
N -0.3843 -0.1073 1.3543
N -0.8707 -1.2430 1.2028
C 0.0278 -0.6766 -1.4792
C 1.7193 2.6506 0.6955
C -3.1438 -0.6227 0.2901
C -2.0424 -1.5720 0.7959
C 1.1464 -0.1495 -0.6665
C 0.6011 0.3637 0.6725
C -0.8027 0.2722 -2.0138
C 1.3625 1.5130 1.3309
C -0.6495 1.7183 -1.7495
C 2.4993 -0.2799 2.9670
C -0.1837 -2.1479 -1.9799
H 1.8442 0.6169 -1.0951
H -4.0891 -0.8636 0.8011
H -1.1791 -2.5467 -1.5775
H -3.3435 -0.8065 -0.8518
H 1.1648 2.8909 -0.1809
H 3.2009 -0.2563 2.1195
H -1.2210 2.3601 -2.3881
H 2.3564 3.3669 1.0589
H 3.1516 -0.3145 3.8223
H 1.7844 -1.1174 2.8697
H -1.5326 0.0430 -2.7765
H -2.3470 -2.5760 0.9372
H -2.6906 0.4074 0.4273
H 0.3615 1.9418 -2.1519
H 0.4258 -2.7818 -1.4359
H -0.6321 1.8671 -0.6102
H 0.0345 -2.3032 -3.0834
H 1.7871 -0.9699 -0.3370

***

67
Properties=species:S:1:pos:R:3 method="wB97M-V/def2-TZVPD" total_charge=0 orbital_gap_ev="4.755 / 3.739" lumo_energy_ha="-0.0719 / -0.1353" s_squared=6.3717 de_lowest_kcal_mol=40.5 multiplicity=5 e_tot_ev=-83055.49741 homo_energy_ev="-6.7 / -7.4"
Ru 1.5936 -0.0353 0.5361
S 2.9328 -1.0123 -1.6615
S 4.0982 -0.1698 0.8601
S 1.5859 0.8749 2.6675
N 7.5545 -1.4768 0.6239
N 1.0248 2.8391 0.9308
N 0.0986 -0.7878 -0.8931
N 0.3584 4.5283 2.8231
N 1.2931 -1.9252 1.4238
N -5.9843 -7.1813 0.7527
N 5.8941 -2.6787 -3.2861
N 0.9929 3.4173 3.1646
N 1.2455 1.9068 0.0761
C 4.3414 -0.9775 -0.6678
C -1.3411 -0.9381 -2.6784
C 5.5561 -1.5215 -1.0060
C -2.0472 6.0241 0.4618
C -1.7300 -4.9932 0.1954
C -3.2323 -3.2328 0.8609
C -0.1188 3.4766 -2.9815
C 2.1106 2.6858 -3.4340
C 2.0504 -2.3902 2.3878
C -0.8454 -2.6631 0.4132
C -0.8655 -1.7677 -0.6471
C 1.1590 2.4098 -1.2637
C -0.1505 -0.3244 -2.0892
C -1.7906 -1.8249 -1.7762
C 2.2288 2.2366 -2.1260
C 0.1800 -2.7539 1.3527
C 5.7461 -2.1622 -2.2682
C -0.0096 3.0436 -1.6692
C 0.9385 3.2921 -3.8648
C -2.7816 3.8046 0.9987
C 6.6641 -1.4913 -0.1056
C -2.7670 -5.9072 0.2589
C -4.2735 -4.1417 0.9315
C -1.9571 -3.6533 0.4964
C -0.9343 5.8529 1.2747
C -2.9707 5.0017 0.3149
C -5.1202 -6.4269 0.6984
C -4.0397 -5.4805 0.6294
C -0.7515 4.6542 1.9449
C 1.1441 2.4830 2.2265
C 0.2867 -3.7707 2.3939
C -1.6802 3.6253 1.8158
C 1.4576 -3.5588 3.0199
H -2.1830 6.9603 -0.0632
H 0.5012 0.3987 -2.5565
H 0.4684 5.2595 3.5062
H -3.8354 5.1348 -0.3210
H -0.1971 6.6395 1.3726
H -0.8176 3.1810 -0.9617
H -3.5067 3.0063 0.9032
H 3.1258 1.7422 -1.7794
H -2.6262 -2.4989 -1.8617
H -0.4392 -4.5425 2.5850
H -3.4074 -2.1909 1.0970
H 1.8942 -4.1183 3.8299
H -1.0274 3.9627 -3.3125
H -1.5406 2.6948 2.3547
H -5.2648 -3.8215 1.2205
H 0.8513 3.6301 -4.8891
H 2.9390 2.5521 -4.1167
H -2.5975 -6.9478 0.0193
H -1.7337 -0.7216 -3.6583
H 2.9927 -1.9122 2.6172
H -0.7409 -5.3178 -0.1018

***

9
Properties=species:S:1:pos:R:3 method="wB97M-V/def2-TZVPD" total_charge=-2 orbital_gap_ev=4.758 lumo_energy_ha=0.2312 de_lowest_kcal_mol=38.0 e_tot_ev=-21592.62234 homo_energy_ev=1.5
S 2.2215 0.5468 -0.4058
O -1.8017 -1.2274 -0.2285
O -1.3385 1.3490 -2.0707
O 1.3984 0.5598 2.1180
N 0.0492 -0.4636 0.6770
C -0.5421 0.4856 -2.1723
C -0.6613 -0.7517 -0.4493
C 1.2008 0.2502 0.9368
H -0.5262 -0.7487 1.5948

***

28
Properties=species:S:1:pos:R:3 method="wB97M-V/def2-TZVPD" total_charge=0 orbital_gap_ev=11.174 lumo_energy_ha=0.0306 de_lowest_kcal_mol=38.2 e_tot_ev=-16744.36253 homo_energy_ev=-10.3
O 2.3879 -5.1601 0.4005
O 4.4548 -4.9451 -0.5851
O -1.8414 4.1610 1.4723
O -4.0896 3.8683 0.6484
C -1.3971 2.8584 1.2151
C 3.1150 -4.9423 -0.6087
C 1.0654 -4.4758 -2.2710
C -4.7993 6.5154 0.8847
C -3.2651 6.1022 0.9542
C -3.0901 4.5978 1.0490
C 2.6153 -4.5888 -2.0440
C 5.2572 -5.4339 0.4407
H 3.1642 -3.6576 -2.2829
H -4.9508 7.6059 0.9523
H 4.6572 -6.0894 1.0941
H -1.3676 2.3713 2.2042
H -5.3383 6.1396 -0.0013
H 5.6363 -4.5900 1.0415
H 0.7795 -4.2099 -3.3025
H -2.9101 6.7177 1.8030
H 2.9841 -5.3808 -2.7238
H -2.7018 6.4140 0.0537
H 6.1178 -6.0092 0.0600
H -2.1379 2.3352 0.5872
H 0.4925 -5.3676 -1.9659
H -5.2295 6.0440 1.7843
H -0.4044 2.7593 0.7445
H 0.7957 -3.6394 -1.6044

***

42
Properties=species:S:1:pos:R:3 method="wB97M-V/def2-TZVPD" total_charge=0 orbital_gap_ev="6.018 / 6.302" lumo_energy_ha="0.0018 / -0.0135" s_squared=0.7539 multiplicity=2 e_tot_ev=-38701.71527 homo_energy_ev="-6.0 / -6.7"
S -1.1550 -1.6115 -4.4205
Mg -0.0270 -1.3041 -1.0147
N 0.0628 0.3856 0.2948
N 2.1893 -1.0282 -0.6937
N -2.1857 -1.2431 0.0757
C 1.1176 1.1650 -0.0695
C 2.3392 3.2115 -0.2114
C 2.3446 0.4222 -0.5172
C -1.0855 0.8136 0.9630
C -1.1446 1.9198 1.8252
C 3.4643 2.5256 -0.6144
C -0.5990 -1.3410 -3.0070
C 2.5641 -1.7075 0.5718
C 2.8396 -1.6707 -1.8553
C -2.0101 -2.4128 0.9373
C -3.0140 -1.3211 -1.1383
C 3.4757 1.1572 -0.7829
C -3.4741 0.3714 1.4705
C -2.2786 0.0260 0.8345
C 1.1512 2.5843 -0.0654
C -3.5254 1.5816 2.1317
C -2.3737 2.3357 2.3374
H 3.5409 -1.3493 0.9177
H 3.9565 -1.7123 -1.7337
H -4.3392 -0.2644 1.4669
H 2.5703 -2.7914 0.4124
H 2.5418 -1.1704 -2.7633
H -3.8562 -2.0162 -0.9915
H 4.4229 3.1569 -0.7091
H -1.3085 -2.1375 1.7229
H 2.4551 -2.7085 -1.8851
H 1.8615 -1.5022 1.3978
H -2.9367 -2.6778 1.4890
H -1.6428 -3.2629 0.3547
H -3.4863 -0.3642 -1.3377
H -4.4645 1.9788 2.4829
H -2.3835 3.2614 2.9200
H 0.2672 3.1740 0.0043
H -2.4042 -1.7192 -1.9914
H 2.4035 4.2375 0.1513
H -0.2200 2.4203 2.1096
H 4.3463 0.5879 -1.0694

***

50
Properties=species:S:1:pos:R:3 method="wB97M-V/def2-TZVPD" total_charge=+3 orbital_gap_ev="6.673 / 6.674" lumo_energy_ha="-0.4020 / -0.4019" e_tot_ev=-59924.05302 homo_energy_ev="-17.6 / -17.6"
Ir 0.0062 -0.2125 -0.1849
S -1.4531 -3.4444 -3.0716
S 0.7797 -1.4648 1.8116
O -3.8954 6.3250 1.0094
O -4.4943 5.2610 -0.7884
N 3.1757 -2.2900 2.4197
N 0.3594 1.7334 0.8302
N 2.3494 -0.5278 -0.5939
N -0.5760 -2.1897 -1.0769
N -0.4721 -1.3047 -2.1024
N -3.8411 5.4177 0.2211
N -1.9430 0.8541 -0.1761
N 3.0631 -1.1194 0.4538
N -0.9656 -1.1421 -4.4042
C -2.8021 4.3781 0.4942
C -0.5129 -5.7460 -0.8876
C -3.0625 0.3618 -0.6790
C -4.1891 1.1554 -0.8833
C -1.0689 -3.3451 -1.3720
C 1.4592 2.0881 1.4775
C -4.1447 2.4881 -0.5439
C -0.5917 3.8886 1.3198
C -1.8837 2.1485 0.1962
C -0.9122 -1.7874 -3.2477
C 2.4606 -1.6371 1.5281
C 1.6115 3.3341 2.0833
C -2.9728 3.0249 0.0322
C -1.2730 -4.4843 -0.4469
C -0.6731 2.5976 0.7836
C 0.5922 4.2539 1.9854
C -1.6961 4.7789 1.1561
H -0.9710 -4.1880 0.5572
H -0.7981 -6.5740 -0.2433
H -2.3386 -4.7289 -0.4239
H -1.2892 -1.6057 -5.2387
H -4.9998 3.1200 -0.7247
H 2.2579 1.3595 1.5282
H 2.3979 -1.1186 -1.4242
H 2.5283 3.5757 2.6010
H -3.0820 -0.6920 -0.9227
H -1.6354 5.7869 1.5464
H 0.5644 -5.6050 -0.8059
H 4.1730 -2.4374 2.3373
H 2.7296 -2.6661 3.2453
H 0.6849 5.2417 2.4183
H 2.7798 0.3639 -0.8319
H -0.7497 -6.0216 -1.9153
H -0.6237 -0.1992 -4.5035
H 4.0567 -1.2675 0.3211
H -5.0823 0.7222 -1.3091

***

47
Properties=species:S:1:pos:R:3 method="wB97M-V/def2-TZVPD" total_charge=0 orbital_gap_ev="5.851 / 5.923" lumo_energy_ha="-0.0013 / -0.0039" s_squared=6.1886 multiplicity=5 e_tot_ev=-59736.17767 homo_energy_ev="-5.9 / -6.0"
Cr -0.1180 0.6728 -2.6229
P 0.6944 0.3669 -4.8021
O -0.6170 -2.0385 2.4450
O -2.0523 -1.8020 -2.1274
N 0.1194 0.6702 -0.5114
N -0.6770 -0.5544 4.1140
C -1.0088 -1.6455 5.0292
C 0.3804 1.1653 5.5819
C 0.4486 1.4698 2.1566
C -0.2221 -0.1747 0.4959
C -1.3628 -0.8584 -2.2572
C 1.9731 -0.8542 -5.3392
C 0.7335 1.8437 -0.1964
C 0.9130 2.2624 1.1215
C -2.3592 -2.2763 4.8424
C -0.8117 -0.2451 -5.6840
C 1.2468 1.9370 -5.5717
C -0.4737 -0.8730 2.8034
C -0.8424 0.7599 4.7742
C -0.0522 0.1952 1.8387
H 0.4700 1.8939 3.1660
H -1.6763 0.5602 5.4586
H 1.7177 -1.8517 -4.9643
H 1.5101 -0.0945 -3.3243
H 1.0156 2.4468 -1.0673
H -2.4241 -2.7590 3.8646
H 0.2534 2.2038 5.8850
H -0.2348 -2.4071 4.8934
H -1.1592 1.5484 4.0802
H -1.6292 0.3951 -5.3054
H -1.0424 -1.2745 -5.3660
H 0.4780 0.5563 6.4851
H 1.3169 1.0752 5.0169
H -0.6816 1.6067 -3.6981
H 2.2083 -0.9337 -6.4042
H -0.6780 -1.1283 0.2516
H -0.7894 -0.1862 -6.7834
H 1.3751 3.2379 1.3196
H -3.2023 -1.5813 4.9575
H 2.2095 2.2306 -5.1150
H -0.9313 -1.1849 6.0273
H 1.3090 1.9796 -6.6622
H 1.7924 -2.7192 -1.8414
H 1.9014 -2.6929 -2.5884
H 2.8864 -0.5816 -4.7947
H 0.4911 2.6635 -5.2132
H -2.3985 -3.0244 5.6316